# 1
Density functional theory data (wB97M-V/def2-TZVPD) for 11 unconnected molecules or ions with the total composition C16H40BBr12N4O8 at a distorted geometry.

## Properties
* net charge: +3
* orbital gap: 4.1890 eV
* maximum force: 3.0 eV/Å
* electronic energy: -880743.4297 eV

```
81
Properties=species:S:1:pos:R:3:forces:R:3:lowdin_charge:R:1
Br 4.78573 -6.81661 1.45431 -0.3971 0.1011 0.1338 0.60
H -3.36412 -0.81547 -9.46698 0.4732 0.6644 0.0275 0.16
H 4.10858 -5.10306 -1.78984 -1.0621 -0.3616 -0.5634 0.06
H 0.14718 9.05290 0.85877 -0.5538 -0.4353 -0.1912 0.15
Br -4.97486 -3.19960 5.04951 0.2405 -1.0759 -0.7427 0.51
C -5.00298 -4.67914 3.66284 0.9560 -0.4835 0.1223 -0.61
C 9.24531 -1.17595 3.81695 -0.4331 0.7297 -0.1013 -0.69
Br 3.28348 -7.68905 -1.87688 0.6800 1.6671 0.4165 0.53
H -4.78931 -1.47876 -9.82528 -0.1987 -1.2527 -0.1249 0.16
Br -10.33037 -4.78841 -3.88883 0.2146 -0.7393 -0.4870 0.56
N -3.08201 6.71730 -5.14884 0.1969 -1.6650 -0.4590 0.35
H -5.31125 -5.61781 4.12325 -0.0094 0.3154 0.4573 0.05
H 1.10732 10.14900 0.15519 0.3958 0.4896 -0.2705 0.16
C 8.28974 5.92531 0.69083 -0.1268 -1.3200 0.8139 -0.68
Br 9.63999 7.74053 -0.96005 0.1672 -0.0105 -0.3271 0.59
H 0.57572 1.07507 7.63721 0.2137 -0.0719 -0.2005 0.04
H -3.05555 -3.97342 2.91802 -0.2145 -0.0264 -0.6306 0.03
H 3.97166 -4.65540 0.56633 -0.0582 -0.0877 -0.3943 0.06
H 9.35089 -1.83508 2.95527 0.6204 -0.3062 0.4747 0.07
H -7.55924 3.01656 0.67646 0.9287 -0.0747 0.4021 0.16
O -2.61584 -1.70414 -3.65878 -0.5754 0.0742 -0.4212 0.14
C 8.42403 -1.71717 4.95246 0.0522 -0.4845 0.0459 -0.71
H 1.92720 0.60470 8.69918 0.2177 0.6414 -0.1751 0.05
H -3.14315 7.01175 -4.18465 -0.2480 0.9194 0.1429 0.16
C 1.54065 0.60458 -0.78364 0.6679 -2.5004 1.4700 -0.33
O 0.58843 -0.35787 -1.06351 -0.0763 2.6735 -0.6367 0.19
O 2.52699 0.38290 -0.09410 -2.1613 1.0283 -1.8761 0.14
H 7.43114 -2.00217 4.60454 0.1043 -0.0695 -0.1037 0.06
N -4.25962 -1.06440 -9.07173 -0.5091 0.3431 -0.1641 0.35
H 7.58491 6.40222 -1.24058 0.1686 -0.2111 -0.1688 0.05
C -9.46684 -6.53686 -4.26960 -0.6390 -0.4887 -0.2870 -0.67
C -2.15114 -0.90400 -2.89916 1.2365 -0.6493 -0.9339 -0.44
Br 7.31112 7.43024 1.57723 0.6016 -1.1594 -0.4584 0.53
H 8.65187 -0.35389 3.41675 0.2770 0.3972 0.0837 0.05
Br 1.89375 -0.95285 6.81691 -0.2811 0.2494 0.2088 0.59
C -3.56196 -4.93263 3.02551 -1.3272 1.3016 0.1800 -0.63
H 1.72976 8.68797 0.68741 0.6865 -0.2333 0.1458 0.17
C 4.21440 -6.00394 -1.18542 0.5304 0.1049 -0.4844 -0.64
Br 1.88174 3.60938 6.85101 -0.0225 0.4489 0.4904 0.57
O -3.81764 -0.76812 -1.17773 0.3954 0.4818 -0.1610 0.13
H -8.22618 2.68718 -0.73283 -0.3422 0.3309 -0.6347 0.15
H 8.29425 -0.95350 5.71932 0.2411 -0.3039 0.1560 0.06
H -5.85073 -4.36903 3.05189 0.7424 0.0426 -0.5487 0.03
O 1.69098 2.99233 -1.22722 -1.3874 -1.3600 -0.7410 0.12
H -10.21753 -7.32122 -4.36630 -0.3855 0.4540 -0.0318 0.06
B -0.55408 0.35719 -1.76030 -0.2301 -0.4673 -0.3508 -0.82
H 5.27603 -6.19192 -1.34574 -0.0890 -0.4923 0.6002 0.04
C -8.59248 -6.87952 -3.12399 0.5879 0.1664 1.7886 -0.66
H -4.86741 -0.30501 -8.79965 0.3261 1.0432 0.1263 0.16
H 9.05059 5.35148 -1.27933 -0.1666 -0.0912 0.3469 0.07
H -2.89506 -5.46781 3.70147 -0.4850 -0.6104 -0.2378 0.06
H -2.21354 6.21208 -5.25188 0.9258 -0.0315 -0.0879 0.16
O -0.15319 1.77301 -1.99795 2.3266 -0.2049 1.1139 0.17
H 1.14361 9.84098 1.79734 0.7736 0.3128 0.5295 0.17
H 2.29450 1.58069 5.74884 0.6070 -0.5067 0.2706 0.01
H 3.58078 1.77625 7.05564 -0.2657 -0.1749 -0.1564 0.06
O -0.98160 -0.31705 -3.03826 0.9111 0.2576 0.0660 0.21
H 9.18105 5.61523 1.23628 0.2507 1.0844 0.1788 0.07
N 1.08038 9.43895 0.87296 -1.0569 -0.1091 -0.0265 0.36
H 7.74127 4.98801 0.78445 -0.9233 0.3388 0.1052 0.06
H -7.79510 1.44260 0.13558 -0.3359 -0.9133 0.9799 0.17
C 2.52169 1.76997 6.79796 -1.2897 -0.3500 0.4238 -0.70
H -8.95994 -6.50602 -5.23407 0.1922 0.4623 0.2032 0.06
C -2.73362 -0.46363 -1.60674 -0.2269 0.8637 1.9624 -0.39
Br 9.20600 -3.34829 5.71329 -0.2276 0.4578 -0.0236 0.59
Br -9.70695 -7.47456 -1.54439 0.7019 0.4243 -0.8654 0.55
Br 10.94575 -0.41173 4.47197 -0.6425 -0.4262 -0.5337 0.58
H -3.17501 7.35358 -5.92769 0.0014 1.1197 0.1593 0.17
Br -3.70324 -5.81669 1.22568 0.0939 0.5471 1.3843 0.55
C 1.63490 0.82001 7.67141 0.8172 -0.2303 -0.8746 -0.62
H -3.76089 5.98857 -5.31664 -0.7852 -0.3286 0.1354 0.16
O -1.82976 0.34376 -1.00844 -0.8220 -0.7246 0.1844 0.20
H 2.71480 -5.92736 0.23849 0.0855 0.1907 0.7119 0.04
C 3.77470 -5.67312 0.22936 0.3009 -1.1050 -0.4204 -0.68
C 8.52628 6.14904 -0.75292 -0.0106 1.3676 -0.4948 -0.69
C 1.07924 1.95409 -1.38618 -0.3840 0.9274 0.1113 -0.33
H -7.84025 -7.66310 -3.21482 -0.4735 -0.2233 -0.5783 0.06
H -8.03159 -6.00094 -2.80524 -0.1821 -0.0469 0.2653 0.04
N -8.18864 2.36848 0.22484 0.5829 1.5924 -0.8753 0.35
H -4.11643 -1.59966 -8.22728 -0.0225 -1.0297 0.1333 0.16
H -9.06942 2.60190 0.66055 -0.8651 -1.1774 0.2925 0.17
```
Positions in Å, forces in eV/Å.

# 2
Density functional theory data (wB97M-V/def2-TZVPD) for a molecular structure, C16H40CrN5O9S2 at a distorted geometry.

## Properties
* net charge: +1
* spin multiplicity: 9
* orbital gap (alpha / beta): 4.3896 / 2.0275 eV
* maximum force: 7.8 eV/Å
* ΔE to the lowest compared entry with this formula, charge and spin: 5.6907 eV
* electronic energy: -93189.4199 eV

```
73
Properties=species:S:1:pos:R:3:forces:R:3:lowdin_charge:R:1
H -24.48398 -1.20941 -23.78417 0.5294 0.7152 0.4468 0.04
H -21.21725 -12.08297 -24.91221 -0.2231 0.1314 -0.1130 0.08
H -24.45582 -14.81391 -23.60385 0.0370 0.2749 -0.1680 0.08
H -19.95163 -4.62936 -15.22888 -1.0758 0.0463 0.0017 0.09
C -23.13204 -3.40814 -12.64756 0.9503 -0.3698 0.8138 -0.01
S -28.70372 -7.90463 -15.96510 0.7652 1.5824 -0.7523 1.07
H -23.91848 -4.14226 -12.47241 -0.1229 0.2324 -0.6746 0.08
C -20.06351 -3.58814 -14.92648 1.1764 -0.4259 -0.8767 -0.09
H -26.05552 -0.96491 -23.07882 -0.2517 0.1223 -0.1943 0.03
C -29.68685 -6.50772 -15.33436 0.4990 0.4604 -0.0061 -0.18
H -31.50383 -1.32369 -19.68159 0.0515 0.2628 0.0608 0.08
H -25.69190 -0.87716 -24.87509 -0.7290 0.5127 0.0545 0.05
H -16.29084 -4.55576 -23.83413 -0.1198 0.2622 -0.0932 0.09
C -15.82794 -5.97913 -19.85576 -0.4509 -1.2218 -0.0230 0.00
H -20.97092 -2.26980 -13.82817 -0.4193 0.0028 1.1673 0.14
C -21.08220 -11.87950 -23.84992 -0.1819 1.6640 -0.7220 -0.02
H -17.22611 -3.27649 -22.89324 0.3104 0.4845 -1.0938 0.09
O -23.67232 -6.78365 -19.79632 -1.1779 -0.0491 0.3882 0.16
O -22.97460 -6.20243 -21.73541 -0.0598 0.1121 0.9601 0.17
O -20.92670 -13.70364 -22.49149 -0.6712 -0.5226 1.6498 0.05
H -23.49016 -2.40157 -12.86361 -0.1191 -0.1540 -0.1894 0.08
N -22.76728 -6.38984 -20.54799 -1.3644 -0.5684 -2.5352 -0.61
S -25.17105 1.24967 -23.74709 -0.0285 0.1196 -3.4529 0.86
H -30.72496 -6.69904 -15.06264 0.2370 -0.6773 0.0616 0.08
O -27.24780 -7.43046 -16.02584 -1.0962 -0.4346 0.7676 -0.29
H -27.58649 1.04945 -23.92264 0.1898 0.1320 -0.4957 0.05
N -28.81104 -1.79107 -19.26671 0.3690 1.6290 0.6067 -0.01
H -29.69495 -5.73415 -16.10223 0.2066 -0.1009 -0.1783 0.08
C -26.90364 1.63369 -23.30581 -0.0574 -1.0069 -0.3311 -0.28
C -29.66800 -2.37132 -20.10432 -1.5551 -0.6075 -1.8208 -0.59
C -15.59879 -4.93554 -20.92247 6.8296 -0.1055 3.7545 -0.60
H -26.80740 -2.48582 -19.61597 -0.2706 -0.0277 -0.3678 0.08
C -27.48870 -2.17444 -18.82416 0.0921 -0.3312 -0.3000 -0.06
H -27.54330 -3.01532 -18.13276 0.1179 0.2451 0.2962 0.07
H -23.14285 -15.39967 -22.65879 0.4708 0.4799 0.1816 0.09
N -20.96647 -3.27946 -13.85395 0.8806 0.9333 0.2942 -0.01
H -27.04832 -1.27268 -18.39871 0.0158 -0.3659 0.4133 0.09
N -22.95714 -13.37186 -23.42418 -1.0079 0.1048 -0.8690 -0.01
O -24.99919 1.74380 -25.23301 -0.3522 -1.1261 3.3632 -0.59
H -16.46797 -6.73145 -20.31670 -0.1485 -0.3106 0.1090 0.07
H -29.01197 -0.80575 -19.17253 0.1276 -0.1597 0.2881 0.13
H -28.55626 -7.09839 -18.20115 -0.1653 -0.1159 0.0086 0.09
H -27.10139 1.23583 -22.31047 0.2216 0.6003 0.3505 0.04
C -23.69299 -14.48913 -22.89623 -0.6483 -0.0485 0.6261 -0.08
H -20.00409 -11.78364 -23.72109 -0.1676 -0.6014 0.4731 0.08
C -25.38894 -0.60703 -23.86348 0.2505 0.0419 -0.0929 -0.26
H -17.25625 -5.33677 -21.92754 -0.0407 -0.0880 0.9043 0.14
H -21.45780 -10.87832 -23.63860 -0.4269 0.0171 -0.0937 0.07
Cr -23.31113 -8.45875 -16.67703 -0.0102 -0.0185 0.0846 0.13
H -20.31255 -2.91458 -15.74648 0.1216 -0.4758 -0.5087 0.09
C -30.83179 -1.47472 -20.52637 0.4273 0.3634 0.5947 0.00
H -30.12796 -7.99860 -17.82927 0.0728 0.0013 -0.3472 0.08
C -16.32792 -3.88888 -22.97274 0.0133 0.0487 1.3767 -0.02
H -15.39288 -3.34080 -22.85696 -0.2921 0.1403 -0.2226 0.09
O -14.47158 -4.38913 -21.02991 -1.3310 -0.5349 0.5796 0.00
H -28.56889 -8.92146 -17.97439 -0.1350 0.1506 -0.6721 0.07
H -14.91428 -6.49912 -19.56774 0.2047 0.3595 -0.3831 0.08
H -27.09546 2.69473 -23.46555 0.2209 -0.1192 0.3471 0.05
H -30.32961 -0.54333 -20.78795 -0.5998 0.3946 -0.1405 0.07
O -29.57086 -3.47343 -20.59521 0.7227 -1.1295 0.3714 0.04
H -24.21080 -14.06560 -22.03565 -0.1884 -0.8245 0.4230 0.08
C -29.04127 -7.96478 -17.75144 -0.1973 -0.7770 0.9017 -0.15
H -19.02287 -3.39165 -14.66851 -0.0723 0.5891 0.5032 0.08
C -22.11873 -3.92981 -13.65278 -2.4082 -2.7602 -2.9014 -0.50
H -22.64826 -3.36679 -11.67168 0.2363 0.3271 0.0897 0.08
H -29.09780 -6.14589 -14.49163 -0.1721 -0.0571 0.1605 0.07
C -21.71865 -12.98743 -23.07614 2.4237 -1.1689 -1.6373 -0.56
H -31.44085 -1.82831 -21.35831 0.5264 -0.3003 0.0719 0.09
O -22.41818 -4.92882 -14.38546 0.8318 2.0332 2.2533 -0.04
N -16.50116 -4.68935 -21.75205 -4.8515 0.1112 -4.6425 -0.01
H -16.30601 -5.75660 -18.90180 -0.1254 0.8517 -0.2678 0.08
O -21.71550 -6.31801 -20.01185 2.6061 0.5474 1.1246 0.22
H -23.46637 -12.92820 -24.17514 0.5801 0.4975 0.2433 0.14
```
Positions in Å, forces in eV/Å.

# 3
Density functional theory data (wB97M-V/def2-TZVPD) for a molecular structure, C16H40IO2P2RuSi2 at a distorted geometry.

## Properties
* net charge: +2
* spin multiplicity: 6
* orbital gap (alpha / beta): 5.3547 / 5.4673 eV
* maximum force: 8.3 eV/Å
* ΔE to the lowest compared entry with this formula, charge and spin: 0.0000 eV
* electronic energy: -66333.7591 eV

```
64
Properties=species:S:1:pos:R:3:forces:R:3:lowdin_charge:R:1
H -3.49853 -1.73225 2.04326 0.2331 -0.0283 -0.1132 0.09
H -2.24973 3.07747 0.59642 0.0906 0.1899 0.0110 0.02
C 0.94087 -0.53659 3.31341 -0.0330 -0.5515 -0.2137 -0.17
Si 0.20321 0.91792 2.39502 0.2471 0.9977 1.3417 0.44
H 1.33250 2.19643 4.14384 -0.0402 0.0548 -0.2959 0.05
C -1.27965 3.58563 0.60121 0.1357 -0.2547 0.0536 -0.17
H -2.98425 1.01767 0.94640 -0.0099 -0.1694 -0.2474 0.03
H 0.27175 -1.40145 3.40406 0.2155 0.1152 0.0620 0.03
H -1.35080 1.32967 4.20999 0.0374 -0.0507 -0.2157 0.07
C 3.31051 -1.22905 -0.02721 -0.3174 -0.2611 0.0961 -0.21
C 1.28675 2.33500 3.05301 -0.0997 -0.0905 -0.4587 -0.17
H 3.29399 -0.38025 0.67072 -0.0274 -0.2133 -0.1993 0.06
C -3.19886 0.41878 0.05448 -0.1138 0.2834 -0.1450 -0.23
H -2.95751 1.00194 -0.84397 -0.1316 -0.0868 0.3006 0.01
H -1.39217 4.52764 0.04543 0.0292 -0.2437 0.0538 0.06
C 2.78235 0.56636 -2.12013 -0.2398 0.0463 -0.2275 -0.21
C -0.37208 2.95487 -2.11663 -0.0527 -0.4796 -0.0796 -0.29
P -2.25265 -1.12426 0.06252 -2.3160 -0.7180 0.7794 0.67
H -0.76282 -4.98191 -3.76089 -0.2069 0.5931 -0.0908 0.11
H -2.17088 -2.88858 1.70597 -0.1299 0.1671 -0.0065 0.07
H -1.44669 2.81426 -2.29590 0.2656 0.0763 -0.1104 -0.01
H 1.93773 -2.00915 -3.53631 0.1053 -0.1064 0.1152 0.05
H 1.17884 -0.19218 4.33385 -0.1657 -0.0615 -0.3848 0.06
H 2.21013 3.43846 0.78851 0.0131 0.0771 -0.1435 0.02
O -0.18611 -4.83109 -0.76616 -0.2855 -1.8422 1.0230 0.12
H 2.37708 3.29976 -0.97807 -0.0815 0.1459 0.1060 0.03
Ru -0.14408 -0.86881 -0.75174 0.3327 4.2011 -0.7295 0.58
C 0.34606 -2.12772 0.51855 2.3026 -6.2558 4.9774 -0.35
H -1.67325 -3.51344 -3.17321 0.7263 -0.4021 0.0352 0.09
H 2.31072 2.28584 2.66400 -0.1141 0.0519 0.1630 0.04
C -1.48993 1.30273 3.11937 -0.1833 -0.1546 -0.2231 -0.16
C 2.43853 -2.27010 -2.59751 0.1522 -0.1751 -0.1214 -0.23
H 4.32453 -1.31654 -0.44202 -0.3087 0.0179 0.0195 0.08
Si 0.06562 2.59725 -0.29292 0.1436 1.7486 -0.1426 0.44
C -2.44978 -1.82781 1.73019 0.2498 -0.0690 0.0367 -0.21
H 0.88142 3.33282 2.85027 0.1439 -0.1693 0.0387 0.04
H -4.26552 0.15907 0.03471 0.1793 0.0682 0.0901 0.08
H -0.14942 4.01830 -2.32419 0.0236 -0.4310 0.3402 0.06
H 1.88315 -0.88796 2.86982 -0.1617 0.0503 0.1357 0.03
H 1.44141 0.67427 0.36286 -0.2053 0.1632 0.1655 -0.04
H -2.27070 0.56736 2.91610 0.0192 0.1495 0.1550 0.00
H 2.08158 0.97085 -2.86083 0.2599 -0.0075 0.1376 0.04
C -0.69422 -4.04691 -3.14540 -0.5329 -1.2424 -2.0631 -0.08
H 1.43883 4.62693 -0.27310 0.0351 -0.1803 -0.0150 0.06
H 3.06321 -2.14498 0.52411 0.2191 0.1994 -0.1103 0.05
C 0.34344 0.81762 0.46658 -0.1152 -0.0337 -0.8391 -0.45
H -1.03170 3.85312 1.63299 -0.0283 -0.0752 -0.1805 0.03
I -1.17378 -0.00487 -3.00122 0.1502 -0.8780 -0.1500 0.78
H -1.86639 2.28605 2.82358 0.0894 -0.1794 0.0460 0.03
C 1.69306 3.56496 -0.16470 -0.0872 -0.4560 0.2776 -0.16
H 0.18970 2.34934 -2.85176 -0.1867 0.4691 0.2425 -0.05
H 0.09293 -3.40056 -3.59074 -0.6046 -0.2744 0.1389 0.06
H -1.80861 -1.32346 2.46469 -0.2266 -0.1700 -0.2718 0.02
H 2.96418 1.31628 -1.33759 -0.1136 -0.2763 -0.2392 0.04
O 0.71003 -2.89670 1.33152 -1.5840 3.5143 -3.3612 0.15
H 3.73646 0.32861 -2.61405 -0.2482 0.0389 0.1606 0.08
C -0.35534 -4.33684 -1.80742 0.7929 3.0474 0.7209 -0.29
H -3.19807 -1.86800 -2.01975 -0.1131 -0.1795 0.2119 0.00
C -3.19178 -2.25839 -0.99513 -0.2114 -0.0574 -0.0091 -0.25
H -2.73640 -3.25532 -0.97959 -0.1094 0.2029 -0.0001 0.05
P 2.11343 -0.96857 -1.39322 2.1814 -0.0180 -0.4902 0.72
H 2.05900 -3.22916 -2.22673 0.0605 0.1832 -0.0711 0.04
H 3.51912 -2.35563 -2.77076 -0.2228 0.0455 0.0019 0.08
H -4.22043 -2.32475 -0.61857 0.1738 -0.0554 -0.0884 0.08
```
Positions in Å, forces in eV/Å.